(i)
Below is a cluster of 2 separate species, C3H3Cl3S2 in total, with properties calculated with the ωB97M-V functional and the def2-TZVPD basis.

The geometry in XYZ format:
```
11
Properties=species:S:1:pos:R:3:nbo_charge:R:1
C -1.6712 0.4358 -0.8983 -0.465
C 1.0927 0.7912 0.1562 -0.312
C 1.2503 -0.5843 0.3121 -0.075
S -1.5733 -1.0653 -1.3511 0.207
S -2.8301 1.2716 -0.0428 0.193
Cl 2.9104 -0.8158 1.6258 -0.218
Cl 0.1103 -1.5219 1.2306 0.058
Cl 1.7209 -1.4858 -1.0798 0.073
H 1.7981 1.1771 -0.6047 0.228
H 0.9801 1.2522 1.0706 0.211
H -3.7882 0.5452 -0.4186 0.102
```

Output
Total charge: 0
Frontier orbital gap (alpha / beta): 8.182 / 6.294 eV

=====

(ii)
Below is a cluster of 2 separate species, C3H3Cl3S2 in total, with properties calculated with the ωB97M-V functional and the def2-TZVPD basis.

The geometry in XYZ format:
```
11
Properties=species:S:1:pos:R:3:nbo_charge:R:1
C 2.5168 0.9875 0.0983 -0.292
C 1.7282 -0.0145 0.3062 -0.024
C -1.1044 -0.0169 0.9672 -0.441
S -1.9250 1.0567 -0.0921 0.091
S -1.1680 -1.8048 0.7323 0.044
Cl 4.3604 0.6461 -0.1415 -0.113
Cl 2.0251 -1.6419 0.4316 0.127
Cl -1.0955 0.6107 2.5522 0.069
H 2.4945 2.0495 0.3946 0.258
H -1.2272 1.0490 -1.2005 0.136
H -1.9617 -2.1813 1.7918 0.145
```

Output
Total charge: 0
Frontier orbital gap (alpha / beta): 8.155 / 6.738 eV

=====

Short version: (i), (ii), most stable first.